# 1
C33H63CoN16P | wB97M-V/def2-TZVPD

Net charge: +2
Multiplicity: 4
Electronic energy: -105985.3066 eV
Expectation value of S²: 3.78
Lowest unoccupied orbital energy (spin up / spin down): -0.1405 / -0.2196 Ha

CARTESIAN COORDINATES (ANGSTROEM)
1 C -0.210 -3.864 -4.327
2 H -2.560 -0.481 -2.127
3 N -0.537 0.017 -2.002
4 H -0.909 1.276 -4.978
5 N -0.087 -0.743 4.338
6 H 4.988 -0.626 0.152
7 C 3.389 4.098 -0.767
8 C -0.436 0.339 -5.303
9 C -0.719 -3.765 -1.941
10 H 4.155 4.748 -0.333
11 H 2.652 -2.713 -1.070
12 C -2.254 -0.084 0.646
13 Co 0.198 0.757 -0.435
14 H 4.555 -0.137 -3.586
15 H -2.142 -1.411 2.312
16 C 2.077 2.909 -5.408
17 H 0.653 -2.617 4.924
18 C 0.129 -0.631 -3.083
19 H 2.940 -2.552 1.788
20 C 1.922 -2.571 2.177
21 P 1.849 0.233 -3.477
22 H -0.578 -3.217 0.177
23 C 0.805 4.058 -3.625
24 C -1.915 0.404 -2.216
25 C 2.859 -2.994 -2.101
26 H 4.470 1.985 0.447
27 H 0.617 0.526 -5.518
28 N 0.694 2.404 0.782
29 N 1.406 2.955 -4.139
30 H 3.120 5.104 1.746
31 N 0.528 -2.067 -1.174
32 H -2.073 0.833 -3.210
33 H -0.540 5.635 1.754
34 H 3.914 -2.846 -2.314
35 C 2.823 -0.138 0.281
36 H 2.633 -4.058 -2.223
37 N 2.792 3.196 0.196
38 H -0.516 0.608 5.841
39 H -1.353 -4.625 -1.996
40 H 2.490 -0.253 1.291
41 H 1.358 2.993 -6.226
42 H -1.931 0.147 4.888
43 C 1.509 3.422 0.662
44 H 0.799 4.992 -4.145
45 H -2.026 2.428 -1.537
46 N 3.910 -0.132 -1.618
47 H 0.505 -4.690 -4.371
48 H 0.762 -1.352 6.171
49 H -2.067 0.281 2.751
50 C -0.425 2.506 1.708
51 H -0.267 4.286 -1.729
52 C 0.381 -0.879 3.051
53 C 2.617 0.195 -1.835
54 C 1.240 1.951 -3.246
55 C -1.702 -0.447 2.018
56 H -2.098 -1.980 -3.594
57 N 0.574 2.381 -2.184
58 H 3.254 1.881 1.738
59 C -1.768 2.286 1.007
60 C 4.973 -0.199 -2.581
61 N -0.262 -0.567 1.967
62 C -2.338 1.442 -1.186
63 C -1.873 -1.360 -4.455
64 N 1.204 4.710 0.982
65 H 0.005 -3.168 -5.131
66 C 3.762 2.550 1.053
67 H 2.776 3.742 -5.491
68 C 0.158 -1.751 5.350
69 H -2.022 -0.901 -0.037
70 C 4.048 -0.348 -0.282
71 H 2.811 -1.865 4.654
72 C 2.207 5.627 1.486
73 H 5.677 0.624 -2.437
74 N 1.666 -1.360 2.931
75 C -0.860 0.371 4.833
76 H 3.869 3.490 -1.539
77 N -0.556 -0.744 -4.350
78 H -0.801 -2.074 5.763
79 H -3.345 0.030 0.734
80 H 3.607 -0.859 3.442
81 H 2.375 -3.513 -4.618
82 H 0.090 6.292 0.244
83 N 1.954 0.223 -0.692
84 H -2.673 -0.624 -4.578
85 H 3.420 -2.097 -4.556
86 H 2.428 6.411 0.756
87 C -0.302 -3.040 -0.842
88 H -2.032 3.175 0.433
89 H 1.743 -1.900 -5.053
90 C 2.402 -2.449 -4.382
91 H -1.888 -1.983 -5.350
92 N 2.075 -2.150 -2.994
93 H 5.520 -1.136 -2.474
94 H -0.752 4.734 0.237
95 N -1.665 1.147 0.080
96 H 2.356 -0.159 4.480
97 C 2.655 -1.054 3.940
98 C -0.074 5.364 0.801
99 H 2.628 4.716 -1.234
100 H 4.337 3.284 1.634
101 C 0.287 3.685 -2.418
102 H -2.562 2.143 1.746
103 H -1.207 -4.285 -4.476
104 H 1.820 -3.460 2.814
105 H 2.621 1.971 -5.505
106 H -0.429 3.452 2.252
107 H -3.430 1.440 -1.062
108 H -0.916 0.019 -6.227
109 H 1.227 -2.629 1.346
110 C 0.664 -2.076 -2.596
111 H 1.818 6.102 2.392
112 H -0.698 1.252 4.216
113 N -0.154 -3.212 -3.046
114 H -0.256 1.705 2.428

---

# 2
CH7NO2 | wB97M-V/def2-TZVPD

Net charge: 0
Electronic energy: -6734.5829 eV
Lowest unoccupied orbital energy: 0.0329 Ha
Energy relative to the best compared isomer or geometry (same formula, charge and spin): 17.5 kcal/mol

CARTESIAN COORDINATES (ANGSTROEM)
1 H -1.245 -1.171 1.684
2 H 1.799 -1.344 -0.860
3 H -0.174 -2.526 0.149
4 O 1.368 -1.185 -0.022
5 C 0.010 -1.436 0.112
6 H -0.572 -1.271 -0.850
7 O -0.736 2.871 -1.104
8 N -0.622 -0.617 1.103
9 H -0.927 2.677 -0.176
10 H -0.119 3.573 -0.832
11 H 0.120 -0.444 1.791

---

net charge of number 1 (C33H63CoN16P)?
+2